1.
56
Properties=species:S:1:pos:R:3 method="wB97M-V/def2-TZVPD" total_energy_ev=-359803.257 total_charge=-2
Ti 0.410 -1.406 -0.447
C 0.086 -0.805 3.152
P -1.044 -0.942 1.731
C -2.419 -1.837 2.521
C -1.672 0.803 1.552
C -2.955 1.191 1.912
C -3.384 2.499 1.694
C -2.525 3.426 1.131
C -1.242 3.039 0.754
C -0.815 1.732 0.938
P 0.837 1.148 0.300
C 2.012 1.888 1.474
C 1.127 2.150 -1.180
H -0.370 -0.245 3.971
H 1.036 -0.367 2.864
H 0.326 -1.822 3.470
H -2.680 -1.408 3.490
H -2.085 -2.867 2.658
H -3.299 -1.859 1.876
H -3.639 0.475 2.350
H -4.398 2.776 1.955
H -2.852 4.442 0.950
H -0.584 3.754 0.275
H 1.841 2.964 1.545
H 3.022 1.698 1.105
H 1.934 1.443 2.462
H 1.311 3.201 -0.948
H 0.274 2.043 -1.850
H 2.009 1.732 -1.673
Br -6.191 -2.547 -0.654
C -4.512 -1.820 -1.117
C -4.403 -0.520 -1.565
Br -5.925 0.573 -1.774
C -3.124 0.014 -1.823
Br -2.872 1.759 -2.490
C -1.972 -0.710 -1.576
O -0.757 -0.234 -1.683
C -2.081 -2.103 -1.179
O -0.965 -2.766 -1.028
C -3.356 -2.606 -0.954
Br -3.415 -4.413 -0.412
O 7.125 -0.319 -1.845
C 6.199 -0.171 -2.676
O 6.302 0.230 -3.865
C 4.802 -0.567 -2.230
C 3.716 -0.641 -3.161
C 2.468 -0.987 -2.770
N 2.135 -1.278 -1.459
C 3.200 -1.223 -0.529
C 4.498 -0.883 -0.928
C 2.855 -1.636 0.824
O 3.556 -1.488 1.823
O 1.608 -2.186 0.893
H 3.921 -0.407 -4.197
H 1.641 -1.039 -3.471
H 5.288 -0.876 -0.186


2.
52
Properties=species:S:1:pos:R:3 method="wB97M-V/def2-TZVPD" relative_energy_kcal_mol=0.00 total_energy_ev=-137663.771 total_charge=-1
Cd 2.112 0.943 0.030
C -1.819 -1.136 1.454
C -0.496 -0.896 0.769
N -0.058 0.297 0.573
N -0.896 1.312 1.021
C -0.307 2.347 1.502
S 1.379 2.700 1.715
S -1.465 3.626 2.011
C -1.141 3.529 3.803
C -1.424 2.166 4.369
C -0.389 1.260 4.579
C -0.654 -0.014 5.064
C -1.956 -0.395 5.352
C -2.995 0.503 5.142
C -2.729 1.771 4.650
C 0.284 -2.066 0.324
C -0.429 -3.220 -0.035
C 0.187 -4.381 -0.451
C 1.583 -4.413 -0.491
C 2.317 -3.310 -0.130
C 1.716 -2.089 0.285
O 2.484 -1.109 0.631
H -1.997 -0.383 2.216
H -1.842 -2.127 1.902
H -2.631 -1.059 0.726
H -1.802 4.278 4.241
H -0.108 3.826 3.982
H 0.625 1.549 4.333
H 0.162 -0.712 5.206
H -2.162 -1.390 5.726
H -4.016 0.211 5.356
H -3.544 2.463 4.466
H -1.512 -3.188 -0.010
H -0.401 -5.240 -0.746
H 2.095 -5.312 -0.817
H 3.400 -3.320 -0.162
O 4.048 1.420 -1.186
C 3.375 2.021 -2.055
O 2.125 2.137 -2.027
H 3.917 2.477 -2.901
Br -0.014 -2.724 -6.139
C 0.241 -0.851 -5.983
C 0.119 -0.097 -7.143
C 0.294 1.275 -7.094
C 0.588 1.889 -5.885
C 0.707 1.137 -4.728
C 0.536 -0.245 -4.767
I 0.727 -1.301 -2.977
H -0.111 -0.595 -8.075
H 0.200 1.859 -8.001
H 0.729 2.961 -5.835
H 0.950 1.616 -3.787


Number 1: strongest force on any atom 0.043 hartree/bohr. Number 2: strongest force on any atom 0.004 hartree/bohr.